{"formula": "C7H10", "method": "ωB97M-V/def2-TZVPD", "symbols": ["C", "C", "C", "C", "C", "C", "C", "H", "H", "H", "H", "H", "H", "H", "H", "H", "H"], "coordinates": [[0.4924, 1.2703, -1.5600], [-0.0253, 0.3757, -0.4627], [0.2686, -1.1333, -0.5206], [-0.5240, -1.5458, 0.7133], [-0.5268, -0.3841, 1.6567], [0.2629, 0.7416, 1.0029], [-1.7645, -0.6991, 0.8544], [1.5862, 1.3067, -1.5874], [0.1228, 0.9116, -2.5272], [0.1069, 2.2856, -1.4138], [1.3438, -1.3686, -0.4459], [-0.1191, -1.5873, -1.4389], [-0.6432, -2.5847, 1.0094], [-0.6457, -0.4620, 2.7342], [1.3378, 0.7207, 1.2506], [-0.1289, 1.7319, 1.2587], [-1.1440, 0.4208, -0.5238]], "atomic_forces_ev_per_a": [[0.0661, 0.0447, -0.0565], [0.0777, 0.0317, -0.0533], [-0.1116, 0.0605, -0.0475], [-0.0933, -0.1594, -0.0492], [-0.0968, 0.0630, 0.1717], [-0.1045, 0.0436, -0.0740], [0.1788, -0.2420, 0.2965], [-0.0781, -0.0069, -0.0010], [0.1761, 0.0937, 0.0826], [0.1751, -0.0969, -0.0714], [-0.2823, 0.1254, 0.0243], [-0.0208, 0.0338, 0.1438], [0.1486, 0.0956, -0.0579], [0.1404, 0.0381, -0.1049], [-0.2804, -0.0506, -0.1153], [-0.0203, -0.1468, -0.0026], [0.1253, 0.0725, -0.0854]], "lumo_ev": 0.02, "homo_energy_ev": -8.639, "mol_weight_g_mol": 94.16, "relative_energy_kj_mol": 423.8, "largest_force_ev_per_a": 0.4}